Record 1
# C37H43O3PmSi

A structure of composition C37H43O3PmSi (ωB97M-V/def2-TZVPD, OMol25).

Calculated values
* E_HOMO (spin up / spin down): -7.992 / -8.051 eV
* multiplicity: 5

Element x y z (Å)
O: 2.331 6.213 -0.868
C: 3.725 6.215 -1.378
C: 3.895 7.729 -1.267
H: 3.761 5.843 -2.420
H: 4.387 5.639 -0.710
C: 2.463 7.656 -0.671
H: 3.992 8.218 -2.244
H: 4.714 7.993 -0.575
C: 1.402 8.370 -1.472
H: 1.407 8.054 -2.524
H: 1.553 9.456 -1.438
H: 0.423 8.143 -1.029
C: 2.427 8.069 0.782
H: 3.183 7.536 1.378
H: 1.429 7.887 1.193
H: 2.636 9.145 0.860
Pm: -0.117 0.040 0.391
C: 0.248 -0.661 2.887
C: 1.444 -1.127 2.265
C: 2.218 0.005 1.878
H: 1.718 -2.174 2.114
C: 1.513 1.178 2.293
C: 0.294 0.766 2.904
H: -0.464 1.429 3.321
H: -0.563 -1.277 3.276
H: 3.203 -0.006 1.384
H: 1.879 2.202 2.220
C: -2.862 -0.054 0.416
C: -2.439 0.833 1.433
C: -1.831 1.963 0.815
H: -2.578 0.682 2.503
C: -1.859 1.756 -0.604
C: -2.508 0.510 -0.848
H: -2.718 0.078 -1.828
H: -3.407 -0.979 0.579
H: -1.407 2.823 1.335
H: -1.452 2.431 -1.360
O: 1.097 1.800 -1.089
C: 0.957 3.015 -0.244
C: 2.342 3.625 -0.169
H: 0.574 2.784 0.772
H: 0.217 3.670 -0.735
C: 2.968 3.217 -1.520
H: 2.916 3.198 0.686
H: 2.219 4.698 0.029
C: 2.444 1.806 -1.740
H: 4.054 3.282 -1.503
H: 2.613 3.902 -2.320
H: 3.079 1.059 -1.234
H: 2.263 1.545 -2.791
O: -0.487 -2.133 0.189
Si: -1.118 -3.604 -0.018
C: -0.480 -5.004 1.067
C: -0.699 -6.350 0.735
C: -0.373 -7.365 1.639
C: 0.188 -7.041 2.879
C: 0.391 -5.698 3.218
C: 0.040 -4.681 2.323
C: -2.959 -3.731 0.356
C: -3.882 -4.278 -0.540
C: -5.216 -4.459 -0.152
C: -5.618 -4.158 1.152
C: -4.682 -3.661 2.064
C: -3.366 -3.421 1.662
C: -0.833 -4.192 -1.750
C: -1.611 -3.653 -2.783
C: -1.562 -4.247 -4.047
C: -0.650 -5.274 -4.304
C: 0.221 -5.713 -3.301
C: 0.174 -5.119 -2.035
H: -1.123 -6.620 -0.239
H: -0.557 -8.412 1.376
H: 0.479 -7.828 3.580
H: 0.815 -5.425 4.187
H: 0.157 -3.631 2.598
H: -3.562 -4.568 -1.539
H: -5.931 -4.849 -0.881
H: -6.662 -4.294 1.450
H: -4.975 -3.461 3.098
H: -2.650 -3.000 2.378
H: -2.274 -2.803 -2.595
H: -2.232 -3.889 -4.836
H: -0.589 -5.716 -5.304
H: 0.950 -6.502 -3.492
H: 0.893 -5.402 -1.260

For each atom in turn, the Löwdin charge in e is: -0.145, -0.157, -0.070, 0.120, 0.124, -0.579, 0.116, 0.119, -0.024, 0.093, 0.093, 0.091, -0.023, 0.094, 0.089, 0.096, 1.749, -0.224, -0.215, -0.191, 0.096, -0.217, -0.228, 0.103, 0.103, 0.103, 0.089, -0.175, -0.213, -0.247, 0.107, -0.232, -0.183, 0.102, 0.092, 0.102, 0.097, -0.285, -0.201, -0.160, 0.069, 0.130, -0.161, 0.120, 0.093, -0.124, 0.112, 0.118, 0.120, 0.127, -0.472, 0.450, -0.228, -0.094, -0.086, -0.097, -0.087, -0.091, -0.224, -0.082, -0.085, -0.096, -0.088, -0.107, -0.240, -0.109, -0.093, -0.099, -0.085, -0.098, 0.107, 0.102, 0.099, 0.100, 0.077, 0.088, 0.100, 0.100, 0.101, 0.106, 0.107, 0.102, 0.100, 0.100, 0.107

Record 2
# C37H44AsCl2CrN3O3PS2

A structure of composition C37H44AsCl2CrN3O3PS2 (ωB97M-V/def2-TZVPD, OMol25).

Calculated values
* E_HOMO (spin up / spin down): -7.300 / -7.281 eV
* multiplicity: 2

Element x y z (Å)
Cr: 0.884 -0.198 0.179
N: 1.104 -2.221 -0.576
C: 2.346 -2.992 -0.369
C: 3.504 -2.384 -1.144
C: 3.912 -0.999 -0.668
N: 2.809 -0.041 -0.903
H: 0.298 -2.719 -0.216
H: 0.962 -2.096 -1.583
H: 2.213 -4.026 -0.696
H: 2.570 -3.011 0.701
H: 3.224 -2.329 -2.201
H: 4.366 -3.049 -1.066
H: 4.812 -0.690 -1.205
H: 4.150 -1.014 0.396
H: 2.477 -0.211 -1.858
H: 3.136 0.918 -0.845
Cl: 2.192 -0.521 2.120
C: 2.625 1.071 2.731
C: 3.457 1.119 3.833
C: 3.791 2.357 4.354
C: 3.274 3.503 3.769
C: 2.437 3.412 2.669
Cl: 1.801 4.887 2.005
C: 2.086 2.184 2.088
S: 1.030 2.077 0.694
H: 3.827 0.201 4.270
H: 4.446 2.429 5.211
H: 3.515 4.480 4.165
C: -3.177 3.542 0.700
As: -2.432 2.015 -0.287
C: -2.078 3.080 -1.901
C: -4.122 1.176 -0.963
C: -5.258 2.109 -1.224
C: -6.134 2.473 -0.200
C: -7.138 3.405 -0.410
C: -7.297 3.991 -1.660
C: -6.454 3.616 -2.697
C: -5.447 2.684 -2.479
H: -3.840 4.148 0.082
H: -2.329 4.146 1.029
H: -3.718 3.207 1.583
H: -2.927 3.727 -2.126
H: -1.901 2.417 -2.748
H: -1.199 3.703 -1.725
H: -4.399 0.426 -0.219
H: -3.809 0.660 -1.872
H: -6.017 2.018 0.778
H: -7.798 3.679 0.404
H: -8.072 4.729 -1.825
H: -6.581 4.048 -3.682
H: -4.801 2.388 -3.298
N: -0.619 -0.736 1.013
P: -1.324 -0.991 2.377
C: -0.314 -1.852 3.633
C: 0.004 -1.359 4.891
C: 0.886 -2.054 5.716
C: 1.440 -3.250 5.294
C: 1.111 -3.764 4.043
C: 0.245 -3.067 3.220
C: -1.977 0.485 3.187
C: -3.342 0.757 3.236
C: -3.799 1.932 3.819
C: -2.895 2.852 4.331
C: -1.531 2.614 4.236
C: -1.073 1.437 3.664
C: -2.729 -2.115 2.211
C: -3.146 -2.476 0.937
C: -4.210 -3.356 0.776
C: -4.854 -3.871 1.889
C: -4.441 -3.508 3.169
C: -3.381 -2.633 3.331
H: -0.437 -0.436 5.241
H: 1.135 -1.654 6.690
H: 2.124 -3.788 5.938
H: 1.531 -4.707 3.716
H: -0.009 -3.461 2.242
H: -4.052 0.049 2.826
H: -4.862 2.134 3.861
H: -3.254 3.766 4.786
H: -0.821 3.345 4.601
H: -0.007 1.261 3.582
H: -2.634 -2.051 0.080
H: -4.535 -3.638 -0.217
H: -5.683 -4.557 1.765
H: -4.947 -3.912 4.037
H: -3.061 -2.346 4.327
C: 1.008 1.556 -3.586
S: 0.237 0.068 -3.038
O: -0.979 -0.100 -3.786
O: 1.249 -0.982 -3.207
O: -0.031 0.284 -1.584
H: 0.960 1.557 -4.674
H: 2.044 1.564 -3.254
H: 0.472 2.409 -3.179

For each atom in turn, the Löwdin charge in e is: 0.200, -0.031, -0.227, -0.177, -0.234, -0.053, 0.086, 0.064, 0.118, 0.097, 0.114, 0.119, 0.118, 0.083, 0.043, 0.084, 0.858, -0.574, -0.109, -0.088, -0.116, -0.678, 0.663, -0.688, 0.635, 0.107, 0.105, 0.104, -0.314, 1.159, -0.313, -0.331, -0.318, -0.074, -0.092, -0.105, -0.089, -0.063, 0.023, 0.021, -0.011, 0.015, 0.008, 0.021, 0.051, 0.071, 0.105, 0.098, 0.095, 0.099, 0.111, -0.341, 0.789, -0.313, -0.079, -0.074, -0.083, -0.079, -0.111, -0.279, -0.080, -0.096, -0.080, -0.058, -0.092, -0.306, -0.077, -0.073, -0.081, -0.076, -0.083, 0.099, 0.105, 0.103, 0.105, 0.106, 0.104, 0.108, 0.108, 0.109, 0.090, 0.099, 0.106, 0.103, 0.104, 0.114, -0.124, 0.423, -0.302, -0.367, -0.498, 0.073, 0.059, 0.053

ΔE to the lowest compared entry with this formula, charge and spin values, unit kJ/mol, following the record order: 0.0 2.4.
F_max values, unit Eh/bohr, following the record order: 0.04691 0.01254.
Total energy values, unit eV, following the record order: -69642.7094 -194962.6233.